(1)
{"formula": "C24H40F3NO34S6", "method": "the ωB97M-V functional and the def2-TZVPD basis", "e_homo_ev": [-12.744, -12.744], "spin_multiplicity": 2, "charge": 1, "lumo_ev": [-3.63, -8.59], "elements": ["C", "C", "O", "N", "C", "H", "H", "H", "H", "H", "H", "H", "C", "C", "O", "C", "O", "O", "F", "H", "H", "H", "C", "C", "O", "C", "O", "O", "F", "H", "H", "H", "C", "C", "O", "C", "O", "O", "F", "H", "H", "H", "C", "C", "O", "S", "O", "O", "O", "H", "H", "H", "H", "C", "C", "O", "S", "O", "O", "O", "H", "H", "H", "H", "C", "C", "O", "S", "O", "O", "O", "H", "H", "H", "H", "C", "C", "O", "S", "O", "O", "O", "H", "H", "H", "H", "C", "C", "O", "S", "O", "O", "O", "H", "H", "H", "H", "C", "C", "O", "S", "O", "O", "O", "H", "H", "H", "H"], "positions_angstrom": [[-1.32, -4.55, 1.62], [-1.30, -5.11, 0.19], [-2.42, -5.20, -0.41], [-0.19, -5.43, -0.43], [-0.11, -5.93, -1.79], [-1.06, -5.37, 2.29], [-2.33, -4.28, 1.93], [-0.61, -3.77, 1.92], [0.58, -5.71, 0.15], [0.91, -5.79, -2.13], [-0.93, -5.51, -2.38], [-0.17, -7.02, -1.73], [-4.39, -0.38, 0.47], [-4.40, 0.24, 1.93], [-5.78, 0.51, 2.14], [-6.51, -0.06, 1.16], [-7.74, 0.12, 1.03], [-5.71, -0.76, 0.35], [-3.59, 1.34, 1.94], [-3.78, -1.28, 0.40], [-4.36, 0.45, -0.24], [-4.07, -0.47, 2.69], [5.43, 3.15, 3.86], [5.86, 2.07, 2.93], [4.90, 1.96, 1.91], [4.38, 3.20, 1.87], [3.57, 3.66, 1.10], [4.77, 3.96, 2.91], [6.19, 0.95, 3.54], [6.19, 3.88, 4.14], [4.89, 3.11, 4.81], [6.78, 2.46, 2.49], [-0.54, 4.56, -4.73], [0.48, 4.45, -3.65], [1.58, 5.08, -4.20], [1.21, 5.71, -5.32], [1.93, 6.15, -6.20], [-0.12, 5.64, -5.42], [0.75, 3.17, -3.27], [-1.50, 4.81, -4.29], [-0.68, 3.73, -5.42], [0.17, 5.07, -2.80], [2.83, 0.45, 5.74], [2.73, -0.31, 7.05], [1.40, 0.01, 7.43], [1.20, 1.60, 7.30], [1.76, 2.24, 8.53], [-0.17, 1.96, 6.97], [2.25, 1.67, 6.03], [2.43, -0.13, 4.91], [3.87, 0.67, 5.51], [3.41, -0.09, 7.87], [2.78, -1.39, 6.92], [-0.32, -1.54, -4.96], [0.16, -0.46, -3.96], [1.20, -0.91, -3.16], [1.50, -2.52, -3.40], [1.11, -3.14, -2.11], [2.83, -2.82, -3.95], [0.31, -2.73, -4.49], [0.11, -1.45, -5.96], [-1.40, -1.58, -5.09], [-0.60, -0.16, -3.24], [0.49, 0.33, -4.63], [0.45, 1.93, -0.25], [1.57, 0.95, -0.64], [0.96, -0.35, -0.26], [0.14, -0.26, 1.21], [1.08, -0.32, 2.34], [-1.07, -1.11, 1.22], [-0.19, 1.38, 0.94], [-0.27, 1.99, -1.07], [0.71, 2.96, -0.01], [2.42, 1.32, -0.06], [1.99, 0.95, -1.65], [-4.37, -3.29, -1.26], [-3.11, -2.61, -1.88], [-3.58, -1.37, -2.34], [-5.01, -1.55, -3.03], [-4.76, -2.06, -4.40], [-5.88, -0.35, -2.90], [-5.47, -2.79, -1.96], [-4.65, -3.18, -0.21], [-4.29, -4.34, -1.54], [-2.67, -3.12, -2.73], [-2.32, -2.42, -1.15], [4.07, -1.40, 0.02], [5.24, -2.10, 0.78], [4.83, -3.51, 0.98], [3.26, -3.83, 0.53], [2.62, -4.50, 1.68], [3.24, -4.45, -0.78], [2.96, -2.14, 0.47], [4.03, -1.45, -1.07], [3.96, -0.35, 0.29], [5.38, -1.86, 1.84], [6.24, -2.03, 0.37], [-3.42, 4.60, 0.11], [-2.19, 3.76, -0.11], [-2.24, 3.55, -1.47], [-3.72, 3.37, -2.15], [-4.22, 1.98, -1.88], [-3.83, 3.85, -3.51], [-4.17, 4.59, -1.13], [-3.16, 5.65, 0.28], [-4.02, 4.31, 0.97], [-2.15, 2.84, 0.46], [-1.30, 4.26, 0.29]]}

=====

(2)
{"formula": "C24H40N2O10", "method": "the ωB97M-V functional and the def2-TZVPD basis", "relative_energy_kj_mol": 56.66, "e_homo_ev": -9.870, "smiles": "CCOC(=O)C(CCCCCCC(NC(C)=O)(C(=O)OCC)C(=O)OCC)(NC(C)=O)C(=O)OCC", "lumo_ev": 0.59, "elements": ["C", "C", "O", "C", "O", "C", "C", "C", "C", "C", "C", "C", "C", "N", "C", "C", "O", "C", "O", "O", "C", "C", "C", "O", "O", "C", "C", "N", "C", "C", "O", "C", "O", "O", "C", "C", "H", "H", "H", "H", "H", "H", "H", "H", "H", "H", "H", "H", "H", "H", "H", "H", "H", "H", "H", "H", "H", "H", "H", "H", "H", "H", "H", "H", "H", "H", "H", "H", "H", "H", "H", "H", "H", "H", "H", "H"], "positions_angstrom": [[-7.28, -1.22, -0.66], [-6.09, -2.04, -0.17], [-4.87, -1.37, -0.52], [-4.39, -0.51, 0.36], [-4.78, -0.36, 1.48], [-3.15, 0.25, -0.18], [-3.02, 0.12, -1.70], [-1.93, 1.00, -2.31], [-0.53, 0.49, -2.01], [0.57, 1.44, -2.49], [1.97, 0.92, -2.20], [2.13, 0.56, -0.72], [3.59, 0.40, -0.28], [4.33, 1.63, -0.44], [4.17, 2.65, 0.45], [5.14, 3.79, 0.26], [3.29, 2.63, 1.28], [4.30, -0.68, -1.08], [5.29, -0.47, -1.74], [3.70, -1.85, -0.95], [4.31, -2.97, -1.61], [5.43, -3.55, -0.77], [3.68, -0.01, 1.21], [4.70, 0.08, 1.84], [2.53, -0.50, 1.65], [2.39, -0.69, 3.07], [1.49, 0.42, 3.62], [-3.29, 1.63, 0.23], [-4.49, 2.25, 0.12], [-4.54, 3.61, 0.76], [-5.42, 1.74, -0.47], [-1.98, -0.34, 0.60], [-1.38, 0.27, 1.46], [-1.74, -1.60, 0.26], [-0.70, -2.28, 0.97], [-1.19, -2.78, 2.32], [-8.20, -1.68, -0.34], [-7.27, -1.16, -1.75], [-7.21, -0.21, -0.26], [-6.04, -3.01, -0.65], [-6.13, -2.16, 0.92], [-2.84, -0.93, -1.95], [-3.99, 0.41, -2.12], [-2.08, 1.04, -3.39], [-2.04, 2.02, -1.93], [-0.39, -0.49, -2.46], [-0.43, 0.39, -0.93], [0.46, 1.60, -3.57], [0.44, 2.41, -2.00], [2.70, 1.68, -2.47], [2.17, 0.03, -2.81], [1.62, -0.38, -0.51], [1.69, 1.34, -0.10], [5.16, 1.57, -1.02], [4.81, 4.65, 0.84], [5.23, 4.05, -0.79], [6.12, 3.48, 0.63], [4.69, -2.65, -2.58], [3.50, -3.69, -1.74], [6.22, -2.82, -0.65], [5.84, -4.43, -1.26], [5.06, -3.83, 0.21], [3.38, -0.67, 3.53], [1.93, -1.67, 3.20], [1.96, 1.38, 3.42], [0.52, 0.39, 3.13], [1.36, 0.29, 4.69], [-2.60, 1.96, 0.89], [-4.60, 3.49, 1.84], [-5.43, 4.14, 0.43], [-3.65, 4.19, 0.52], [0.15, -1.59, 1.10], [-0.41, -3.10, 0.32], [-0.40, -3.34, 2.81], [-1.46, -1.94, 2.96], [-2.06, -3.42, 2.20]]}